C4H12 | ωB97M-V/def2-TZVPD

```
16
Properties=species:S:1:pos:R:3:forces:R:3
C 0.3420 -1.5756 0.1386 1.1 -0.7 1.0
C -0.9933 2.7722 -0.8416 1.0 1.7 5.3
H 1.7426 -2.3000 1.4415 -0.9 -2.0 -0.8
H -0.9370 3.6834 -0.1043 0.0 -1.4 -1.2
H 0.5233 1.6990 0.4904 -0.3 0.5 -0.6
H -0.1476 -0.8192 0.7913 0.8 -0.7 -0.5
H -1.0526 1.0252 0.5278 -0.1 0.0 -0.6
H -0.4064 3.0550 -1.6225 1.3 0.8 -2.5
H -0.0535 0.9309 -1.0035 -0.1 -0.7 0.6
H -2.0124 2.7536 -1.0500 -1.7 -0.7 -0.7
H 1.2015 -1.2271 -0.4482 0.0 0.8 0.7
H -0.2809 -1.7999 -0.6597 -2.0 -0.7 -1.2
C 0.9089 -2.8696 0.8498 0.4 2.7 1.1
H 1.2986 -3.5026 0.0295 -0.1 0.0 1.0
H 0.2314 -3.3649 1.6133 0.7 0.4 -1.3
C -0.3645 1.5395 -0.1524 -0.3 0.2 -0.3
```
Forces are in eV/Å.

Frontier orbital gap   12.27 eV
F_max   5.683 eV Å⁻¹
Energy above the lowest of the compared OMol25 structures with the same formula, charge and spin   27.58 kcal/mol
E   -159.5410 Ha